Entry 1:
The following is a quantum chemistry calculation of a 12-piece molecular cluster, C38H108N8O12 overall, from the Open Molecules 2025 dataset.

Each line ends with the Mulliken charge.
Element x y z (Å)
C: -0.18 -1.07 -9.19  -1.42
C: 0.36 -2.02 -8.15  0.53
C: 0.40 -1.47 -6.69  -0.48
O: 1.14 -0.26 -6.73  -0.45
C: 0.82 0.64 -5.71  -0.57
N: -0.45 -3.28 -8.15  -0.65
H: -1.17 -0.69 -8.98  0.33
H: 0.02 -1.63 -10.10  0.44
H: 0.47 -0.20 -9.17  0.30
H: 1.42 -2.09 -8.41  0.18
H: 0.98 -2.20 -6.11  -0.09
H: -0.58 -1.30 -6.25  0.55
H: 1.42 1.47 -6.05  0.29
H: 1.04 0.23 -4.73  -0.03
H: -0.25 0.78 -5.82  0.59
H: -0.16 -4.07 -7.59  0.21
H: -0.43 -3.65 -9.10  0.27
C: 5.01 1.19 -4.99  -1.53
C: 5.93 0.10 -4.61  0.59
C: 5.47 -0.72 -3.38  -0.05
O: 5.62 0.13 -2.25  -0.33
C: 5.51 -0.54 -1.02  -0.68
N: 6.12 -0.78 -5.75  -0.63
H: 5.38 1.65 -5.91  0.45
H: 4.88 1.97 -4.24  0.30
H: 4.03 0.79 -5.25  0.33
H: 6.88 0.55 -4.30  0.17
H: 5.99 -1.68 -3.35  0.39
H: 4.40 -0.91 -3.55  -0.27
H: 4.57 -1.04 -0.72  0.25
H: 5.71 0.25 -0.31  0.19
H: 6.24 -1.34 -1.02  0.42
H: 6.88 -1.45 -5.66  0.23
H: 6.28 -0.19 -6.56  0.23
C: -1.51 -0.72 1.35  -0.12
C: -0.83 0.60 1.67  1.68
C: 0.58 0.63 1.14  -0.23
O: 0.55 0.36 -0.27  1.18
C: 1.82 0.57 -0.91  -0.06
N: -1.63 1.73 1.15  0.47
H: -1.70 -0.84 0.29  0.17
H: -2.43 -0.74 1.92  -0.06
H: -0.93 -1.59 1.68  -0.70
H: -0.66 0.79 2.73  -0.05
H: 1.17 -0.11 1.70  -0.07
H: 1.05 1.62 1.18  -0.50
H: 1.75 0.22 -1.94  -0.22
H: 2.52 0.03 -0.27  0.08
H: 2.14 1.61 -0.85  -0.19
H: -1.56 1.94 0.15  0.30
H: -2.61 1.53 1.30  -0.77
C: 1.06 4.74 0.94  -0.75
C: -0.09 5.04 1.88  0.29
C: -1.39 5.44 1.11  -0.89
O: -2.56 5.59 1.94  -0.32
C: -2.50 6.63 2.87  -0.80
N: -0.32 3.89 2.74  -0.60
H: 1.23 5.55 0.23  0.48
H: 0.88 3.80 0.41  -0.11
H: 1.90 4.59 1.63  0.01
H: 0.18 5.91 2.49  0.52
H: -1.66 4.63 0.45  0.10
H: -1.19 6.35 0.55  0.48
H: -2.10 7.53 2.41  0.37
H: -1.88 6.39 3.74  0.25
H: -3.55 6.69 3.13  0.29
H: -0.71 3.12 2.21  -0.16
H: -0.96 4.00 3.52  0.39
C: -4.56 -6.51 0.29  -1.34
C: -4.38 -5.00 0.14  0.54
C: -4.78 -4.16 1.36  -0.97
O: -4.80 -2.77 1.02  -0.28
C: -5.22 -1.92 2.03  -0.45
N: -2.91 -4.73 -0.12  -0.59
H: -4.00 -6.94 -0.55  0.36
H: -5.57 -6.87 0.14  0.38
H: -4.10 -6.88 1.20  0.33
H: -5.02 -4.54 -0.61  0.28
H: -4.04 -4.37 2.13  0.31
H: -5.80 -4.42 1.61  0.46
H: -5.52 -1.06 1.45  0.01
H: -4.39 -1.66 2.69  0.11
H: -6.01 -2.31 2.69  0.49
H: -2.73 -5.15 -1.02  0.19
H: -2.60 -3.77 -0.09  0.17
C: -0.27 -2.09 -2.99  -0.54
C: 0.33 -3.41 -3.49  0.42
C: 1.93 -3.33 -3.44  -0.47
O: 2.50 -4.44 -4.10  -0.43
C: 3.94 -4.61 -3.88  -0.61
N: -0.19 -4.49 -2.69  -0.58
H: -1.35 -2.27 -2.96  0.48
H: -0.08 -1.16 -3.54  0.18
H: 0.13 -1.95 -1.98  -0.37
H: 0.04 -3.55 -4.54  0.10
H: 2.25 -3.40 -2.40  0.66
H: 2.22 -2.41 -3.95  0.03
H: 4.14 -4.83 -2.84  0.33
H: 4.48 -3.68 -4.06  0.13
H: 4.20 -5.40 -4.58  0.28
H: 0.24 -5.40 -2.82  0.28
H: -0.15 -4.27 -1.70  0.17
C: 1.64 -4.65 3.18  -1.71
C: 1.24 -3.22 2.83  0.51
C: 1.29 -2.22 3.99  -0.17
O: 0.36 -2.60 4.97  -0.38
C: 0.44 -1.89 6.16  -0.76
N: 2.11 -2.76 1.72  -0.45
H: 1.01 -5.09 3.93  0.35
H: 2.69 -4.66 3.47  0.38
H: 1.56 -5.17 2.23  0.44
H: 0.25 -3.19 2.37  -0.06
H: 1.02 -1.26 3.56  0.10
H: 2.34 -2.11 4.30  0.42
H: -0.41 -2.17 6.77  0.25
H: 0.35 -0.82 5.95  0.25
H: 1.44 -2.06 6.55  0.42
H: 1.98 -1.83 1.38  0.10
H: 3.05 -2.83 2.10  0.27
C: -5.23 4.08 4.09  -1.66
C: -4.65 2.92 3.28  0.47
C: -5.07 2.74 1.85  -0.94
O: -4.50 1.53 1.37  -0.17
C: -4.89 1.24 -0.02  -1.03
N: -3.20 3.11 3.39  0.12
H: -4.82 3.99 5.09  0.30
H: -6.32 4.03 4.11  0.46
H: -4.98 4.97 3.52  0.34
H: -4.98 2.08 3.87  0.45
H: -4.62 3.52 1.22  0.26
H: -6.13 2.61 1.66  0.41
H: -4.55 1.97 -0.76  0.31
H: -5.98 1.13 -0.07  0.37
H: -4.43 0.29 -0.25  0.29
H: -2.62 2.53 2.80  0.01
H: -3.06 4.07 3.08  0.09
O: -0.86 2.03 -1.71  -0.80
H: -0.36 1.29 -1.31  0.01
H: -0.16 2.68 -1.92  0.37
O: 1.21 3.77 -2.66  -0.57
H: 2.16 3.69 -2.82  0.26
H: 0.82 4.08 -3.49  0.25
C: -2.47 0.35 7.38  -1.43
C: -2.54 0.92 5.96  0.52
C: -2.83 -0.16 4.92  0.02
O: -3.55 1.95 5.93  -0.67
H: -1.62 -0.32 7.41  0.20
H: -3.45 -0.08 7.54  0.38
H: -2.33 1.21 8.04  0.40
H: -1.58 1.41 5.76  0.24
H: -2.96 0.28 3.93  -0.54
H: -3.77 -0.61 5.23  0.50
H: -1.97 -0.82 4.83  0.02
H: -3.27 2.48 5.14  0.24
C: 4.15 2.32 1.16  -0.23
C: 5.14 2.88 2.15  0.31
C: 4.81 4.31 2.59  -1.25
O: 5.13 2.01 3.31  -0.58
H: 4.54 1.42 0.71  -0.31
H: 3.94 3.05 0.37  0.37
H: 3.23 2.21 1.72  0.01
H: 6.16 2.80 1.79  0.42
H: 3.88 4.24 3.15  0.21
H: 4.66 4.92 1.69  0.32
H: 5.63 4.73 3.18  0.39
H: 4.23 1.72 3.44  0.33

Values from the calculation:
Total charge ... 0
Highest occupied orbital energy ... -8.53 eV
Orbital gap ... 0.3165 Eh
Relative energy (zero: lowest compared OMol25 entry of this formula, charge and spin) ... 0.0 kcal per mole


Entry 2:
The following is a quantum chemistry calculation of a 15-piece molecular cluster, C38H110N4O26 overall, from the Open Molecules 2025 dataset.

Each line ends with the Mulliken charge.
Element x y z (Å)
C: 3.85 2.25 1.39  -0.52
C: 4.22 2.51 2.82  1.01
C: 5.54 3.24 2.91  -1.26
O: 6.53 2.46 2.19  -0.16
C: 7.68 3.20 1.81  -0.93
N: 3.22 3.24 3.58  -0.53
H: 2.82 1.92 1.27  -0.06
H: 4.49 1.49 0.91  0.20
H: 3.91 3.19 0.74  0.32
H: 4.40 1.54 3.28  -0.28
H: 5.83 3.36 3.95  0.34
H: 5.38 4.20 2.42  0.53
H: 7.41 4.17 1.43  0.37
H: 8.29 2.67 1.07  0.25
H: 8.34 3.41 2.64  0.34
H: 3.03 4.15 3.21  0.32
H: 2.37 2.69 3.68  0.00
C: 6.53 1.38 -2.21  -1.61
C: 5.75 0.49 -3.11  1.37
C: 5.02 1.28 -4.20  -0.74
O: 4.05 2.15 -3.62  -0.43
C: 2.90 1.47 -3.17  -0.22
N: 6.59 -0.55 -3.65  -0.75
H: 5.89 2.22 -1.90  0.32
H: 7.42 1.81 -2.68  0.39
H: 6.82 0.87 -1.29  0.31
H: 5.02 -0.02 -2.45  -0.31
H: 4.59 0.59 -4.92  0.30
H: 5.77 1.94 -4.66  0.35
H: 2.32 1.02 -4.00  0.18
H: 2.30 2.23 -2.69  0.08
H: 3.07 0.64 -2.50  0.15
H: 6.08 -1.25 -4.20  0.27
H: 7.18 -0.04 -4.33  0.32
C: -1.27 -5.80 -1.24  -1.13
C: -0.09 -5.41 -0.32  0.97
C: -0.65 -4.52 0.85  -0.47
O: 0.33 -4.32 1.80  -0.35
C: -0.07 -3.67 2.98  -0.30
N: 0.50 -6.64 0.13  -0.72
H: -1.56 -6.84 -0.98  0.43
H: -1.06 -5.77 -2.31  0.18
H: -2.09 -5.14 -0.98  0.15
H: 0.68 -4.81 -0.85  -0.24
H: -1.50 -5.04 1.28  0.47
H: -1.03 -3.57 0.42  0.01
H: -0.47 -2.68 2.75  -0.30
H: 0.69 -3.57 3.73  0.39
H: -0.81 -4.19 3.56  0.38
H: -0.16 -7.26 0.60  0.26
H: 1.27 -6.56 0.79  0.28
C: -2.20 0.28 0.12  -1.97
C: -0.72 0.75 0.05  2.17
C: 0.11 -0.49 0.40  0.69
O: 1.52 -0.21 0.52  0.77
C: 2.26 -1.45 0.42  0.33
N: -0.31 1.22 -1.29  0.74
H: -2.42 -0.01 1.14  0.49
H: -2.37 -0.48 -0.64  -0.24
H: -2.91 1.12 -0.08  0.19
H: -0.54 1.60 0.74  -0.55
H: -0.05 -1.28 -0.33  -0.55
H: -0.30 -1.03 1.26  -0.58
H: 1.98 -2.21 1.17  0.12
H: 3.30 -1.17 0.59  -0.08
H: 2.22 -1.85 -0.59  -0.60
H: 0.67 1.46 -1.17  -0.19
H: -0.34 0.41 -1.92  -0.69
C: -3.71 -2.50 3.26  0.76
C: -2.95 -2.49 4.58  -0.30
O: -3.00 -3.78 5.17  -0.61
O: -4.96 -3.13 3.33  -0.49
H: -3.05 -2.99 2.51  -0.50
H: -3.83 -1.45 2.97  -0.08
H: -3.44 -1.87 5.33  0.43
H: -1.91 -2.15 4.46  0.13
H: -2.78 -4.46 4.55  0.32
H: -4.83 -3.97 3.76  0.36
C: 0.30 5.66 -0.11  -0.51
C: 0.22 4.22 -0.50  1.25
O: -0.89 4.02 -1.38  -0.66
O: 0.53 6.43 -1.26  -0.61
H: 1.13 5.89 0.57  0.25
H: -0.67 5.84 0.42  0.24
H: 0.16 3.63 0.44  -0.43
H: 1.21 3.93 -0.94  -0.16
H: -1.02 3.04 -1.51  0.05
H: -0.08 6.02 -1.88  0.36
C: -5.55 2.07 2.15  -0.35
C: -5.78 0.65 1.62  0.30
O: -6.94 0.62 0.73  -0.50
O: -5.09 2.98 1.18  -0.55
H: -4.79 2.05 2.93  0.27
H: -6.47 2.51 2.55  0.40
H: -5.85 -0.05 2.47  0.40
H: -4.94 0.28 1.03  -0.40
H: -7.75 0.74 1.21  0.29
H: -5.68 2.94 0.40  0.41
C: -6.40 2.85 -2.75  -0.78
C: -6.05 1.42 -3.08  -0.06
O: -6.59 0.42 -2.20  -0.46
O: -6.17 3.18 -1.37  -0.57
H: -7.49 3.00 -2.94  0.28
H: -5.98 3.50 -3.52  0.47
H: -4.96 1.35 -3.06  -0.01
H: -6.40 1.28 -4.11  0.34
H: -6.53 0.87 -1.34  0.20
H: -5.75 4.05 -1.29  0.24
C: -5.06 -2.24 -0.42  1.10
C: -5.96 -3.27 0.06  -0.68
O: -6.64 -3.94 -1.05  -0.58
O: -4.13 -2.72 -1.43  -0.47
H: -4.44 -1.86 0.39  -0.46
H: -5.56 -1.36 -0.77  -0.25
H: -6.61 -2.86 0.84  0.37
H: -5.36 -4.02 0.55  0.24
H: -7.22 -3.27 -1.39  0.38
H: -4.68 -3.07 -2.17  0.38
C: 3.13 -2.59 -4.72  -0.26
C: 2.85 -3.31 -3.36  0.73
O: 3.97 -4.12 -3.04  -0.62
O: 2.15 -1.51 -4.97  -0.30
H: 3.08 -3.36 -5.52  0.41
H: 4.13 -2.19 -4.73  -0.07
H: 1.95 -3.91 -3.36  0.16
H: 2.65 -2.53 -2.61  -0.57
H: 3.83 -4.61 -2.21  0.33
H: 2.16 -1.31 -5.91  0.20
C: 5.51 -2.52 3.12  -0.66
C: 5.84 -1.15 2.58  0.69
O: 6.56 -0.42 3.57  -0.64
O: 4.71 -3.29 2.20  -0.37
H: 4.91 -2.42 4.02  0.24
H: 6.41 -3.03 3.40  0.40
H: 5.00 -0.51 2.33  -0.41
H: 6.45 -1.23 1.68  0.22
H: 6.68 0.48 3.23  0.34
H: 4.90 -4.21 2.30  0.24
C: -2.26 2.04 -4.31  0.81
C: -2.24 3.29 -5.08  -0.64
O: -1.86 3.12 -6.40  -0.56
O: -3.22 1.17 -4.92  -0.65
H: -2.59 2.29 -3.29  -0.11
H: -1.25 1.66 -4.16  -0.08
H: -1.52 3.86 -4.51  0.24
H: -3.19 3.84 -4.93  0.24
H: -2.40 2.36 -6.69  0.38
H: -3.11 0.28 -4.58  0.39
C: 1.70 -0.34 5.05  -0.37
C: 0.73 0.43 4.22  0.98
O: 0.48 1.73 4.79  -0.55
O: 0.97 -0.61 6.32  -0.56
H: 2.57 0.27 5.29  0.41
H: 2.09 -1.26 4.61  0.21
H: -0.18 -0.12 3.99  -0.32
H: 1.17 0.59 3.21  -0.46
H: 0.30 1.57 5.72  0.35
H: 1.60 -0.85 7.01  0.30
C: -2.41 3.72 3.10  -0.30
C: -1.28 4.70 3.34  -0.99
O: 0.02 4.15 3.22  -0.32
O: -2.32 3.10 1.82  0.07
H: -3.35 4.22 3.37  0.34
H: -2.32 2.93 3.85  0.39
H: -1.44 5.14 4.36  0.34
H: -1.31 5.52 2.63  0.35
H: 0.07 3.32 3.74  0.28
H: -3.21 3.15 1.42  0.04
C: -2.01 -2.29 -4.01  -0.89
C: -0.79 -2.63 -3.19  0.44
O: 0.11 -1.58 -3.13  0.12
O: -2.78 -1.25 -3.46  -0.32
H: -2.64 -3.18 -4.16  0.40
H: -1.70 -2.00 -5.03  0.42
H: -0.36 -3.52 -3.68  0.16
H: -1.14 -2.80 -2.17  -0.36
H: 0.59 -1.54 -3.98  -0.02
H: -3.25 -1.51 -2.65  0.09

Values from the calculation:
Total charge ... 0
Highest occupied orbital energy ... -8.92 eV
Orbital gap ... 0.3345 Eh
Relative energy (zero: lowest compared OMol25 entry of this formula, charge and spin) ... 0.0 kcal per mole


Among the records above, which one has the lowest orbital gap? C38H108N8O12